39
Properties=species:S:1:pos:R:3:forces:R:3:nbo_charge:R:1 method="wB97M-V/def2-TZVPD" total_energy_ha=-6232.01390 e_homo_ev="2.1 / -3.1" spin_multiplicity=2 e_lumo_ev="4.852 / 4.805" total_charge=-2 orbital_gap_ev="2.7 / 7.9" s2=0.75
As -0.62643 2.58685 2.70811 -0.30 1.40 -2.02 2.7987
Cu -0.55798 1.14799 -0.73743 0.73 -0.67 0.93 0.9040
P 1.13355 2.59151 -2.70971 -0.20 0.45 -1.40 2.5948
F 1.16045 2.67852 -1.11092 0.37 -0.97 0.60 -0.5860
F -1.63913 2.99556 1.21252 0.84 -0.29 1.33 -0.6582
F -0.48284 2.32602 -2.65736 -0.69 -0.23 0.28 -0.6224
F -1.84189 1.40452 3.17767 0.41 0.55 -0.10 -0.6314
F 0.96561 2.57522 -4.38710 0.08 0.34 1.38 -0.6051
F 0.11243 1.36218 1.61582 -0.39 1.00 1.35 -0.6262
F 2.68614 2.77323 -2.89943 0.55 0.77 0.28 -0.5734
F 3.10668 0.61448 1.71494 0.46 0.55 0.33 -0.3543
F 4.04719 0.01410 -0.09562 1.84 0.59 -0.87 -0.3357
F 4.09186 -1.32248 1.70221 0.74 0.47 -0.50 -0.3593
F 0.29877 2.17627 4.14245 -0.47 0.30 -0.93 -0.6153
F 0.62766 3.81200 2.20908 -1.55 -1.51 0.73 -0.6171
F 0.83395 4.22311 -2.58284 0.36 -0.82 -1.47 -0.5956
F 1.37410 0.97903 -2.68419 -0.56 0.64 -0.07 -0.5797
F -1.56413 3.90890 3.53949 1.10 -1.43 -0.49 -0.6384
O 2.02531 -2.43338 0.83129 -0.73 -3.58 0.77 -0.5538
O 1.18367 -0.56026 -0.19612 -2.36 1.31 -1.60 -0.8104
N -3.07810 0.37253 -1.95754 0.19 -0.37 0.17 -0.5113
C -3.21542 0.32699 -0.59436 0.37 -1.64 0.69 -0.1445
C -2.00129 -1.54364 -1.26630 -1.64 1.77 -0.98 -0.3129
C 0.80213 -3.15892 0.63949 -0.26 1.40 0.96 -0.0683
C 2.06381 -1.13235 0.45432 3.17 1.28 0.99 0.3799
C -2.60520 -0.89298 -0.18431 -1.10 1.56 0.86 -0.2841
C 3.36997 -0.46067 0.92354 -4.35 -1.92 0.59 0.8770
C 0.70248 -4.29918 1.63827 1.56 -0.30 0.42 -0.6358
C -2.37444 -0.71193 -2.34486 1.62 -1.99 -0.86 -0.0799
H -2.05963 -0.81869 -3.37244 -0.12 0.12 -0.03 0.2063
H -0.14076 -4.98985 1.64007 -0.39 0.40 -0.58 0.1895
H -3.45720 1.01635 -2.63715 0.24 0.17 0.54 0.4217
H 1.58771 -4.92036 1.50189 0.15 -0.26 0.02 0.1924
H -3.77959 1.03964 -0.01107 0.13 -0.01 -0.18 0.2341
H 0.79968 -3.91486 2.65362 -0.11 0.20 0.02 0.2086
H 0.68793 -3.49786 -0.39015 0.03 0.00 -0.25 0.1461
H -2.75182 -1.31525 0.79885 0.46 0.33 0.19 0.2227
H 0.01195 -2.45665 0.90506 -0.35 0.10 -0.58 0.1863
H -1.49717 -2.49570 -1.18979 0.15 0.31 -0.50 0.2369

***

29
Properties=species:S:1:pos:R:3:forces:R:3:nbo_charge:R:1 method="wB97M-V/def2-TZVPD" total_energy_ha=-4884.62676 e_homo_ev=-4.3 e_lumo_ev=2.348 total_charge=-1 orbital_gap_ev=6.7
Pd -0.20486 -0.49340 -0.11010 -0.17 -0.05 -0.59 0.4911
As -1.35905 -3.13073 1.03202 0.08 0.04 -0.12 0.9618
S 2.32289 -0.00588 0.06933 -0.15 -0.14 0.15 -0.2410
S -0.57673 -2.87036 3.02040 0.05 -0.04 0.16 -0.8294
S 0.20755 -2.69760 -0.49892 -0.02 0.08 0.20 -0.4850
S -2.43201 -4.88423 0.74556 -0.07 -0.06 -0.05 -0.7004
S -2.33030 -1.25118 0.35118 0.08 0.10 0.05 -0.5519
N 0.34921 0.80344 1.94887 0.17 0.24 0.38 -0.2296
N 2.41519 -1.94151 1.90423 0.16 -0.07 -0.06 -0.7871
N 1.12263 -0.16846 2.51325 0.14 -0.20 -0.17 -0.5276
N -1.27840 1.70500 0.20784 -0.09 -0.26 0.06 -0.4281
C 1.95623 -0.74271 1.56499 -0.04 0.26 0.00 0.3616
C -0.74541 1.17146 2.47189 0.05 -0.15 0.04 0.2185
C -1.31440 0.72731 3.78199 -0.05 0.05 -0.06 -0.6883
C -1.53018 1.97812 1.50090 -0.15 0.09 -0.17 0.1961
C -1.98167 2.32769 -0.72598 0.06 0.06 -0.06 0.0667
C -2.50832 2.88903 1.86932 0.04 0.04 0.11 -0.2375
C -3.23752 3.53870 0.88627 -0.01 0.01 -0.02 -0.1620
C -2.97265 3.25703 -0.44106 0.00 0.01 0.03 -0.2636
H -2.02889 -0.08230 3.61147 0.02 -0.01 -0.01 0.2761
H 2.82929 -2.44664 1.13582 -0.02 -0.01 0.00 0.4186
H 0.58176 -0.91396 3.00034 -0.03 0.05 0.04 0.4172
H -2.69766 3.08411 2.91611 0.00 0.00 -0.01 0.2159
H -3.53146 3.72223 -1.24108 0.01 -0.01 -0.01 0.2174
H -1.75565 2.05403 -1.74962 0.00 -0.02 0.00 0.2044
H -4.00918 4.24829 1.15678 0.00 0.00 0.01 0.2119
H 1.80405 -2.49820 2.50746 -0.05 -0.02 0.05 0.4334
H -1.82452 1.54736 4.28946 0.00 0.00 0.00 0.2104
H -0.52530 0.35147 4.43047 -0.02 0.00 0.03 0.2303

***

29
Properties=species:S:1:pos:R:3:forces:R:3:nbo_charge:R:1 method="wB97M-V/def2-TZVPD" total_energy_ha=-4960.09845 e_above_lowest_kcal_mol=33.1 e_homo_ev="-12.2 / -12.2" spin_multiplicity=2 e_lumo_ev="-7.727 / -7.526" total_charge=+1 orbital_gap_ev="4.5 / 4.6" s2=0.78
Au -0.09109 -0.21752 -0.25313 -0.46 -0.40 -0.22 0.7845
Ge 0.04041 -2.52382 -1.53073 -0.96 -0.84 0.44 1.1111
Cl 0.86871 -2.56302 -3.49603 -0.12 0.50 0.66 -0.2727
Cl 1.14081 -3.93322 -0.32903 -0.18 0.76 -0.31 -0.3032
Cl -1.97679 -3.28492 -1.64823 0.76 0.46 0.05 -0.2996
S -2.53599 -0.17552 0.34457 1.63 0.05 -0.88 0.1946
S -0.51769 -1.40882 2.01697 0.50 0.29 -0.28 0.1626
O 2.20771 0.28218 -0.62033 -1.08 -0.23 -0.23 -0.5655
O 0.10281 2.13638 -0.73363 0.23 -0.44 0.26 -0.5900
N -2.57949 -2.91452 4.67087 0.10 -0.15 0.16 -0.1929
N -5.62849 -1.33142 1.89097 -0.32 0.13 -0.10 -0.1968
C 2.40961 1.65498 -0.30683 -0.30 0.78 -0.05 -0.0983
C -0.87959 2.80028 -1.51243 -0.38 0.29 -0.20 -0.2547
C 3.15181 -0.57852 -0.00123 0.41 -0.51 0.21 -0.2580
C -2.86279 -2.34272 3.71627 0.25 -0.19 0.52 0.2331
C 1.42541 2.48258 -1.11463 0.53 -0.03 0.02 -0.0926
C -3.18059 -1.61652 2.55577 1.53 0.69 -1.44 -0.2647
C -4.53369 -1.44052 2.21687 -0.45 0.09 -0.18 0.2306
C -2.17249 -1.11232 1.72767 -1.64 -1.05 1.44 -0.3644
H -1.85139 2.46838 -1.15733 -0.02 0.03 -0.01 0.2081
H 3.42811 1.94928 -0.57873 -0.04 -0.10 0.02 0.2188
H 3.12761 -0.47552 1.08667 -0.04 0.00 -0.03 0.1944
H 1.59421 3.54998 -0.92493 0.02 -0.14 -0.01 0.2132
H 1.57181 2.28248 -2.18313 -0.05 0.04 0.05 0.1965
H -0.79399 3.88008 -1.37453 -0.02 -0.03 0.02 0.2019
H -0.77069 2.56598 -2.57483 0.03 -0.06 0.05 0.1891
H 2.26061 1.81948 0.76687 0.05 -0.04 -0.04 0.1993
H 4.15711 -0.35882 -0.36573 -0.07 0.08 -0.02 0.2084
H 2.88801 -1.59442 -0.28793 0.08 0.01 0.09 0.2074

***

25
Properties=species:S:1:pos:R:3:forces:R:3:lowdin_charge:R:1 method="wB97M-V/def2-TZVPD" total_energy_ha=-909.23561 e_homo_ev="2.2 / 0.0" spin_multiplicity=3 e_lumo_ev="5.432 / 5.302" total_charge=-2 orbital_gap_ev="3.2 / 5.3" s2=2.01
Pt -0.19390 -0.23669 -0.27539 3.86 1.39 -2.25 1.1558
F 1.61229 1.12458 3.43270 -0.06 0.60 0.10 0.0741
F 2.08484 3.14572 2.35147 -0.20 -0.05 0.43 0.0685
F 0.97341 1.45259 1.22806 0.36 1.11 2.07 -0.0577
F -0.11872 2.60566 2.92575 0.43 0.12 0.24 0.0775
N -1.99832 -0.87575 0.30810 -2.56 2.95 1.62 -0.2069
C 0.38371 -0.35031 -2.86790 -0.55 0.70 0.23 -0.1960
C -0.80963 0.30079 -2.35714 0.74 0.96 -0.82 -0.2719
C -1.30973 -1.95861 0.75565 0.15 -4.67 -0.27 -0.6669
C 1.51545 0.27393 -2.30404 0.13 0.88 -0.26 -0.2288
C -2.04519 -3.07889 0.47382 -0.25 -0.12 0.47 -0.1036
C 1.08134 1.28868 -1.37093 -0.55 -0.13 -1.24 -0.2538
C 0.26825 -1.92844 0.76175 -1.33 -0.01 0.95 -0.2882
C -0.37444 1.41893 -1.51110 0.14 0.32 -0.82 -0.3450
B 1.14296 2.11451 2.54670 -0.26 -1.16 -1.69 -1.1661
H -1.69034 -4.09733 0.39700 0.19 -0.14 0.22 -0.0122
H 0.79224 -2.66328 0.11424 -0.58 0.08 0.84 0.0097
H -1.84391 0.12593 -2.67007 0.54 -0.08 0.21 0.0773
H -0.99603 2.21187 -1.09479 0.18 -0.17 -0.28 0.0795
H 1.73760 1.95839 -0.80882 -0.44 -0.40 -0.27 0.0882
H -2.13594 -0.03686 0.89727 0.08 -0.83 0.47 0.0195
H 0.78962 -1.62611 1.69195 -0.33 -0.35 -0.42 0.0115
H 2.55672 0.08583 -2.53784 -0.11 -0.29 0.14 0.0556
H -3.07779 -2.80993 0.19069 0.49 -0.74 -0.05 0.0102
H 0.39608 -1.13903 -3.61985 -0.05 0.04 0.38 0.0696

***

20
Properties=species:S:1:pos:R:3:forces:R:3:nbo_charge:R:1 method="wB97M-V/def2-TZVPD" total_energy_ha=-390.21822 e_above_lowest_kcal_mol=29.0 e_homo_ev="-3.8 / -8.2" spin_multiplicity=3 e_lumo_ev="0.363 / -3.661" orbital_gap_ev="4.2 / 4.5" s2=2.03
N 1.96745 0.31741 -0.07170 3.89 -0.07 0.90 -0.9211
C -1.61166 -0.81021 0.03200 -0.74 -1.94 0.14 -0.2304
C -2.52984 1.24438 0.72401 -2.62 2.65 0.21 -0.2579
C -0.21738 1.08218 0.45953 2.31 0.13 0.09 -0.0309
C -0.32242 -0.26795 0.07639 1.25 -2.67 -0.91 -0.3595
C 1.27079 1.49338 0.38249 -1.37 1.32 -2.95 -0.2123
C -2.71641 -0.05957 0.33300 1.16 -0.33 -0.47 -0.2200
C 2.04458 -2.59215 -1.13031 0.10 1.11 -1.94 -0.4882
C -1.29211 1.88936 0.71282 0.99 -0.94 0.98 -0.2263
B 1.16745 -0.74824 -0.32004 -4.45 0.10 -0.58 0.6757
H -1.84179 -1.88281 -0.11551 0.69 0.58 -0.27 0.1977
H -1.02744 2.85924 1.14328 -0.79 0.03 -0.41 0.2143
H 3.07153 -2.32754 -1.55216 -1.27 -0.36 1.36 0.2142
H 1.86938 -3.41590 -0.45250 0.26 0.13 0.19 0.2119
H 1.32293 -2.46689 -1.97435 0.26 -0.15 1.05 0.2309
H -3.45092 1.83773 0.94879 0.93 -0.43 -0.08 0.2003
H 1.68294 1.99473 1.23687 0.27 0.15 0.47 0.2041
H 2.97772 0.22041 -0.06014 -0.34 0.73 0.22 0.4040
H -3.65902 -0.53996 0.18445 -0.67 0.15 0.37 0.2109
H 1.29423 2.17238 -0.55691 0.14 -0.19 1.63 0.1829

***

28
Properties=species:S:1:pos:R:3:forces:R:3:nbo_charge:R:1 method="wB97M-V/def2-TZVPD" total_energy_ha=-6750.75216 e_above_lowest_kcal_mol=19.2 e_homo_ev="-8.8 / -8.8" spin_multiplicity=2 e_lumo_ev="-2.844 / -1.983" orbital_gap_ev="6.0 / 6.8" s2=1.06
Pd -0.17830 0.07563 0.05622 -1.02 -0.65 -0.22 1.2248
Br -5.76217 1.59083 3.51149 0.24 0.01 -0.13 0.1042
Ge 2.21703 1.22359 -1.59835 0.74 -0.25 -0.47 0.9495
Cl -0.04743 1.91252 -1.63971 -0.35 -0.21 0.34 -0.4652
Cl 1.96257 0.96219 0.79340 0.03 0.01 0.51 -0.4867
Cl 3.03885 3.25995 -1.60767 0.16 0.49 0.12 -0.5364
O 0.78250 -1.14927 -1.64475 -0.05 0.20 0.71 -0.7013
O -1.39518 -0.93564 -1.60812 -0.33 0.34 0.61 -0.6912
O -0.53867 -1.32381 1.58261 0.41 1.88 -0.70 -0.5251
N -1.71484 1.31316 1.23675 0.26 -0.80 -0.38 -0.4697
C -1.75319 1.21874 2.56400 0.04 0.07 0.14 0.0850
C -2.93241 1.28906 3.28632 -0.06 0.16 -0.09 -0.2802
C -0.34172 -1.23670 -2.21751 -0.06 -0.37 -0.31 0.7891
C -2.85502 1.49539 0.56934 -0.11 0.19 -0.10 0.0681
C -4.11322 1.49955 2.58832 0.09 -0.09 -0.12 -0.0283
C -4.07818 1.61955 1.20455 -0.03 0.09 0.26 -0.2706
C -0.40052 -1.67206 -3.65998 0.01 0.00 0.32 -0.7188
C -0.11003 -2.61014 1.40725 -0.34 -1.15 -0.79 -0.2841
H -1.31381 -2.22928 -3.84482 -0.03 -0.04 -0.02 0.2354
H 0.47934 -2.25877 -3.90527 0.01 -0.03 -0.05 0.2340
H -2.78691 1.55119 -0.51385 0.04 -0.06 0.13 0.2302
H -0.80009 1.08689 3.06114 -0.05 -0.14 -0.01 0.2264
H 0.11641 -3.05293 2.39134 0.15 0.22 -0.13 0.2035
H -4.97863 1.80725 0.64105 -0.02 -0.07 -0.07 0.2433
H -0.91307 -3.21031 0.93784 0.36 0.00 0.08 0.1650
H 0.78795 -2.68677 0.76429 -0.13 0.10 0.37 0.2112
H -2.92607 1.18509 4.36000 0.02 0.03 0.04 0.2440
H -0.41434 -0.77589 -4.27937 0.02 0.06 -0.02 0.2438